[1]
The following is a DFT calculation (ωB97M-V/def2-TZVPD) of C3H2Cl2O4VY as an isolated structure in a non-equilibrium geometry.

Structure (XYZ):
```
13
Properties=species:S:1:pos:R:3:forces:R:3:mulliken_charge:R:1
Y 2.30733 -0.80273 -1.53859 0.91 -3.17 2.13 1.800
V -2.08209 -0.86403 0.85680 3.32 -4.65 -0.52 1.024
Cl 2.94340 -0.93069 0.80683 -0.69 0.25 -1.52 -0.230
Cl -0.62708 -0.62565 -0.95792 -1.40 -0.28 1.66 0.049
C -3.00159 0.74851 0.74633 -6.15 11.03 -0.36 0.585
C 3.78058 0.99729 -1.71772 4.75 6.17 -1.03 0.044
C 1.49419 1.02305 -2.78018 -2.85 6.58 -3.70 0.000
O -3.55876 1.77887 0.71181 3.44 -6.41 0.18 0.122
O 4.40252 1.95633 -1.90845 -3.03 -4.85 1.10 0.144
O 1.15563 2.00532 -3.29254 1.69 -4.89 2.44 0.142
O -2.23028 -1.62554 2.66133 0.11 0.63 -1.01 -0.505
H -2.79785 -2.36654 2.94771 -0.34 -0.58 0.13 0.413
H -1.78598 -1.29419 3.46462 0.23 0.17 0.51 0.411
```
Forces are in eV/Å.

Output
Relative energy (zero: lowest compared OMol25 entry of this formula, charge and spin) = 5.6 kcal/mol
Spin multiplicity = 3
Net charge = +4

***

[2]
The following is a DFT calculation (ωB97M-V/def2-TZVPD) of C18H30NO2P2Pb as an isolated structure in a non-equilibrium geometry.

Structure (XYZ):
```
54
Properties=species:S:1:pos:R:3:forces:R:3:mulliken_charge:R:1
Pb 0.07188 -0.28459 0.18588 -0.13 3.04 1.96 1.588
P -2.18382 0.14271 -0.20572 -5.39 1.01 -1.93 0.293
C -2.04812 0.53261 -1.96622 1.00 1.20 0.29 -1.527
C -0.76922 1.06211 -2.45682 -1.86 -0.75 0.27 1.494
N 0.32118 0.78241 -1.70382 1.40 0.96 -2.38 -0.162
C 1.54638 1.17601 -2.13242 -0.06 -0.35 0.49 0.741
C 1.71768 1.90041 -3.31442 -0.74 -0.13 0.06 -0.966
C 0.58698 2.20771 -4.07862 -0.09 -0.26 0.48 -0.453
C -0.67492 1.78101 -3.64992 0.75 0.12 -0.13 -1.046
C 2.72198 0.80341 -1.23342 -0.69 -0.44 0.20 -1.258
P 2.32328 -0.70169 -0.14852 7.79 -0.09 -2.37 0.427
H -1.55482 1.99771 -4.23672 -0.10 -0.04 0.02 0.544
H 2.70048 2.21571 -3.63322 0.08 -0.05 0.05 0.580
H 0.68858 2.76431 -4.99892 0.00 0.04 -0.06 0.491
H 3.61748 0.60631 -1.82292 -0.02 -0.02 0.03 0.661
H 2.93478 1.65141 -0.58212 0.12 0.08 0.12 0.408
H -2.19642 -1.49999 -3.83092 0.17 -2.51 -1.24 0.318
H -2.95652 0.79801 -2.48652 -0.08 -0.16 -0.33 0.629
H -0.63552 -3.94289 -2.40922 1.56 -1.16 1.95 0.339
O -1.97522 -2.44709 -4.14712 -1.13 1.78 0.15 -0.605
H -2.64672 -2.71689 -4.84072 1.03 0.70 1.21 0.334
H -0.20502 -1.70109 0.65238 -1.09 -5.28 1.76 -0.042
O -0.11402 -4.38819 -1.63192 -0.31 2.41 -1.32 -0.624
H 0.63528 -3.77009 -1.39102 -1.38 -1.13 -0.75 0.239
C 2.86358 -2.10369 -1.28512 -0.84 0.28 0.55 -1.369
H 3.89918 -1.96609 -1.59612 0.02 0.25 0.20 0.456
H 2.78168 -3.06129 -0.76972 0.00 0.01 0.06 0.439
H 2.23648 -2.13059 -2.17692 -0.05 0.04 -0.02 0.488
C 3.69468 -0.63399 1.13738 -1.01 0.05 -0.05 -1.326
H 3.67968 -1.53659 1.74838 -0.06 -0.06 -0.07 0.463
H 4.66898 -0.55399 0.65538 -0.14 -0.02 -0.26 0.460
H 3.55258 0.22941 1.78818 0.01 0.03 -0.02 0.392
C -2.95672 1.60781 0.57168 0.15 0.00 -0.02 -1.244
H -3.92682 1.82011 0.12408 -0.05 -0.12 -0.08 0.507
H -3.09872 1.43981 1.63888 -0.04 -0.17 0.02 0.372
H -2.32102 2.48441 0.45008 -0.07 -0.03 -0.15 0.393
C -3.34362 -1.26429 -0.04932 0.37 0.04 0.17 -1.171
H -3.55272 -1.46409 1.00128 0.04 0.08 0.09 0.420
H -4.28742 -1.04949 -0.54922 0.02 0.20 -0.07 0.456
H -2.92032 -2.17079 -0.48102 0.13 0.01 -0.09 0.379
C 0.18768 1.46611 1.55238 0.80 1.03 2.49 -1.537
C -0.07982 1.02051 2.96558 0.09 0.79 -1.80 0.925
C 0.69608 -0.00519 3.53468 0.16 -1.06 1.89 0.153
C 0.46098 -0.42939 4.84458 0.86 -0.05 -1.51 -0.818
C -0.54912 0.16661 5.60118 0.05 -0.15 0.25 -0.421
C -1.32342 1.19071 5.04858 -0.25 1.02 -1.51 -0.800
C -1.09092 1.61851 3.73618 -0.99 -0.28 1.62 -0.396
H 1.23558 1.82861 1.50318 -0.25 -0.45 -0.16 0.628
H -0.42722 2.32281 1.25228 0.01 -0.51 -0.04 0.630
H 1.48278 -0.47979 2.96568 0.11 -0.01 -0.05 0.121
H 1.06318 -1.22139 5.27218 -0.02 0.05 -0.01 0.475
H -0.72952 -0.16319 6.61578 -0.02 -0.01 0.04 0.461
H -2.10412 1.65301 5.63768 0.03 0.06 0.00 0.455
H -1.69712 2.41601 3.32528 0.08 0.03 0.00 0.608
```
Forces are in eV/Å.

Output
Relative energy (zero: lowest compared OMol25 entry of this formula, charge and spin) = 118.5 kcal/mol
Net charge = +3